{"formula": "C84H120N14O18", "method": "the ωB97M-V functional and the def2-TZVPD basis", "e_above_lowest_kcal_mol": 0.00, "fmax_ev_per_a": 4.09, "orbital_gap_ev": 6.86, "mol_weight_g_mol": 1613.964, "homo_energy_ev": -7.968, "symbols": ["O", "O", "O", "O", "O", "O", "O", "O", "O", "O", "O", "O", "O", "O", "O", "O", "O", "O", "N", "N", "N", "N", "N", "N", "N", "N", "N", "N", "N", "N", "N", "N", "C", "C", "C", "C", "C", "C", "C", "C", "C", "C", "C", "C", "C", "C", "C", "C", "C", "C", "C", "C", "C", "C", "C", "C", "C", "C", "C", "C", "C", "C", "C", "C", "C", "C", "C", "C", "C", "C", "C", "C", "C", "C", "C", "C", "C", "C", "C", "C", "C", "C", "C", "C", "C", "C", "C", "C", "C", "C", "C", "C", "C", "C", "C", "C", "C", "C", "C", "C", "C", "C", "C", "C", "C", "C", "C", "C", "C", "C", "C", "C", "C", "C", "C", "C", "H", "H", "H", "H", "H", "H", "H", "H", "H", "H", "H", "H", "H", "H", "H", "H", "H", "H", "H", "H", "H", "H", "H", "H", "H", "H", "H", "H", "H", "H", "H", "H", "H", "H", "H", "H", "H", "H", "H", "H", "H", "H", "H", "H", "H", "H", "H", "H", "H", "H", "H", "H", "H", "H", "H", "H", "H", "H", "H", "H", "H", "H", "H", "H", "H", "H", "H", "H", "H", "H", "H", "H", "H", "H", "H", "H", "H", "H", "H", "H", "H", "H", "H", "H", "H", "H", "H", "H", "H", "H", "H", "H", "H", "H", "H", "H", "H", "H", "H", "H", "H", "H", "H", "H", "H", "H", "H", "H", "H", "H", "H", "H", "H", "H", "H", "H", "H", "H", "H", "H"], "coordinates": [[-4.860, 4.031, 1.770], [3.809, 0.283, -3.686], [1.180, 7.518, -3.354], [-3.435, 2.487, 1.297], [1.817, -4.546, -0.026], [3.812, -5.117, -0.732], [-0.830, 3.149, -0.783], [-0.735, 2.117, 4.775], [1.559, 8.530, -5.161], [-4.031, -5.563, 1.348], [-0.096, 2.363, 2.723], [-2.855, -4.071, 0.277], [-6.045, 7.794, -0.425], [-2.813, -1.852, 6.658], [-4.989, 9.079, 0.994], [4.945, 1.879, -2.954], [0.299, 2.921, -2.578], [-4.575, -3.126, 6.547], [2.594, -0.073, 4.924], [4.518, 0.800, -2.842], [-3.118, -5.214, 0.589], [3.435, 5.212, -0.231], [-0.285, -5.298, 4.603], [1.501, 7.508, -4.519], [-3.102, 0.106, -4.227], [3.002, -4.893, 0.162], [-0.600, 2.822, 3.759], [0.818, -4.522, -4.487], [-3.784, -2.326, 6.074], [-5.067, 8.292, 0.054], [-0.134, 2.494, -1.544], [-4.341, 3.260, 0.987], [1.243, -1.568, 6.373], [-1.472, 8.087, -0.776], [2.961, 3.917, -6.309], [-0.530, -0.750, 0.356], [-0.778, 0.065, -5.230], [2.840, -4.715, 3.946], [0.898, -1.088, -1.622], [-3.706, -0.299, -5.562], [5.203, -4.727, 3.246], [-3.995, 2.667, -1.434], [3.094, 5.198, -6.974], [-0.114, -3.840, -3.583], [2.102, 1.136, 5.597], [-3.703, 6.586, -1.167], [4.714, -1.335, -1.547], [-2.223, -6.291, 0.093], [-4.425, 2.854, -2.746], [-1.148, 4.145, 3.709], [-1.885, 0.889, -4.496], [2.518, 3.134, 0.860], [-1.487, -4.470, -3.646], [4.223, -4.678, 4.256], [-5.284, -0.351, -5.468], [0.013, 1.059, -1.203], [-1.656, -7.194, 3.666], [5.652, 0.738, -0.646], [-0.467, -5.667, 6.096], [-1.336, 6.846, -1.414], [-0.664, 0.613, -0.057], [-4.043, -0.874, 2.066], [-4.650, -2.590, 3.692], [2.017, 6.237, -5.111], [3.481, -4.878, 1.572], [-4.699, -2.040, 2.420], [-1.293, -4.263, 4.117], [1.206, -5.177, -6.862], [1.798, -0.315, 3.716], [-0.157, -6.929, -0.870], [4.242, 5.688, -1.315], [-2.672, 8.570, -0.276], [-0.319, -6.533, 3.838], [-0.493, -8.260, -0.697], [-3.305, -0.196, 3.055], [-3.781, 7.796, -0.513], [2.249, 7.325, 0.396], [2.381, 3.830, -5.065], [2.570, 6.301, -6.397], [3.090, 3.731, -0.425], [-6.410, 3.990, -1.989], [2.156, 5.967, -0.152], [2.140, -4.278, -4.228], [-2.454, 6.039, -1.613], [-1.759, -8.587, -0.172], [-4.766, 3.286, -0.472], [5.004, 0.032, -1.633], [-1.952, 6.048, 2.422], [-1.248, 4.845, 2.474], [-1.832, 4.625, 4.778], [-3.282, -0.671, 4.338], [2.632, -1.189, 5.831], [5.763, 5.684, -1.073], [0.243, -1.611, -0.468], [0.858, -6.231, 6.732], [-2.755, -1.133, -3.462], [-0.862, -3.381, 2.962], [-2.535, 6.542, 3.548], [-0.951, -5.899, -0.333], [5.284, -2.018, -0.460], [5.829, -1.303, 0.605], [-4.057, -1.684, -2.786], [2.739, -3.035, -4.852], [1.922, 5.037, -4.460], [-5.979, 3.959, -0.686], [4.804, -4.789, 1.912], [0.783, 0.260, -1.956], [2.722, 2.362, 5.039], [-2.553, 5.804, 4.735], [-2.656, -7.611, 0.203], [2.561, -1.191, 2.732], [0.373, -4.473, -5.856], [-3.964, -1.850, 4.695], [6.004, 0.093, 0.512], [-5.636, 3.429, -3.017], [2.499, -4.880, 2.569], [3.299, 3.004, -6.756], [-3.215, -1.243, -5.904], [0.855, -6.367, 7.793], [-5.307, -2.574, 1.776], [-1.470, 1.216, -3.491], [-1.432, -3.673, 5.031], [0.348, -3.399, -6.257], [-2.022, 6.661, 1.513], [-0.793, -4.773, 6.705], [-2.256, -7.234, 4.545], [3.807, -2.958, -4.737], [-1.984, -4.207, -2.725], [2.444, 3.669, -1.323], [1.259, -2.106, 7.260], [2.609, -3.225, -5.897], [-2.058, -0.977, -2.637], [1.578, -1.682, -2.203], [-5.902, 3.587, -4.073], [-0.556, 8.690, -0.592], [-3.620, -7.803, 0.729], [0.511, -7.237, 4.164], [0.253, -8.961, -1.130], [2.240, 1.097, 6.668], [2.975, 2.132, 1.031], [5.539, -4.711, 1.122], [-7.396, 4.316, -2.196], [-0.165, -2.723, -3.749], [-0.353, 6.570, -1.807], [1.455, 2.980, 0.903], [2.000, -4.505, 4.616], [2.702, 7.300, 1.392], [-4.681, -2.075, -3.545], [0.017, -6.325, 2.808], [2.223, -4.876, -6.806], [-0.656, -4.835, -0.452], [-1.562, -8.149, 3.195], [-3.086, 2.200, -1.157], [-2.678, 9.458, 0.310], [3.322, -0.969, 6.646], [0.124, 0.659, -5.202], [0.281, -2.617, -0.100], [2.335, -4.330, -3.148], [6.168, 6.385, -0.295], [-4.594, 6.164, -1.467], [-5.728, 0.567, -5.064], [-4.453, -0.800, -2.283], [-2.364, 5.114, -2.165], [-4.215, -0.493, 1.098], [-3.385, 0.406, -6.331], [-3.829, -2.496, -2.102], [0.020, -2.816, 3.149], [-1.373, 1.293, 0.448], [5.782, 1.815, -0.835], [-6.497, 4.446, 0.172], [1.544, 0.657, 3.347], [-2.290, -4.652, 3.947], [0.800, -4.977, -7.897], [4.003, 3.209, -0.630], [1.300, 7.815, 0.446], [-2.291, -1.863, -4.109], [3.822, 2.354, 5.140], [2.842, -2.184, 3.093], [-2.666, -0.232, 5.125], [1.494, -4.950, 2.274], [0.845, -0.818, 3.947], [-0.613, -4.891, -5.939], [3.036, -2.012, 5.250], [1.445, 5.426, 0.491], [1.191, -6.288, -6.743], [1.014, 1.186, 5.454], [-0.861, 4.376, 1.546], [6.342, 0.708, 1.300], [-5.161, -3.514, 3.907], [6.020, 4.691, -0.738], [-1.010, -0.176, -6.361], [3.634, 5.159, -7.919], [0.735, -0.686, 6.633], [2.858, 8.106, -0.157], [5.028, -3.088, -0.313], [6.209, -4.533, 3.531], [2.306, 3.199, 5.564], [-2.018, -9.612, -0.103], [1.878, -1.386, 1.853], [2.232, -2.068, -4.521], [2.723, -5.166, -4.478], [-0.720, -3.838, 1.929], [4.140, -1.803, -2.314], [3.960, 6.685, -1.703], [2.764, 3.881, 1.630], [0.781, -6.680, -1.351], [-2.287, 1.805, -4.968], [1.148, -7.182, 6.267], [4.526, -4.609, 5.320], [-3.781, 2.533, -3.523], [2.295, 2.846, -4.557], [-5.747, -0.461, -6.445], [1.265, 0.585, -2.843], [-2.952, 7.538, 3.516], [-0.507, -0.888, -4.640], [-5.681, -1.149, -4.860], [2.531, 2.306, 3.962], [4.089, 5.003, -2.138], [1.704, -5.586, 6.484], [6.216, -1.831, 1.504], [-3.113, 6.238, 5.524], [0.574, -2.098, 5.670], [0.323, -3.909, -2.573], [6.266, 5.841, -2.003], [1.515, 4.995, -3.482], [-1.689, -2.692, 2.983], [3.463, -0.760, 2.243], [-2.221, -6.622, 2.946], [-2.701, 0.644, 2.747], [2.714, 7.243, -6.850], [1.713, 5.979, -1.126], [-1.883, 4.079, 5.723], [-1.062, -1.062, 1.261], [-1.275, -6.398, 6.169], [-1.595, -5.559, -3.694], [-2.146, -4.069, -4.469]], "atomic_forces_ev_per_a": [[0.03, -0.38, -0.52], [-0.56, -0.95, 0.38], [-0.48, -0.86, 0.74], [-0.58, 0.34, -0.36], [1.90, -0.88, 0.05], [-0.84, -0.02, 0.80], [0.36, 0.31, 0.04], [-0.11, 1.55, -1.16], [-0.07, -0.05, -1.08], [0.73, 0.71, -0.92], [-0.41, 0.79, 1.04], [-0.35, -0.12, 0.03], [-1.45, 0.18, 0.05], [-0.67, -0.64, 0.14], [-0.60, -0.49, -0.92], [1.30, 3.88, -0.14], [0.89, 0.11, -0.89], [0.46, 0.37, -0.43], [0.03, 0.81, 0.26], [-0.15, -2.88, 0.37], [-0.35, -0.72, 0.92], [-1.44, -0.85, 1.00], [-0.78, 0.15, 1.41], [1.15, 0.11, 0.44], [0.50, -1.13, -0.72], [-0.46, 1.12, -0.20], [0.41, -2.62, -0.38], [-3.22, -0.40, 0.18], [0.24, 0.21, 0.19], [1.75, -0.42, 0.41], [-1.60, -0.54, 0.84], [0.93, -0.15, -0.20], [0.06, -0.03, -1.64], [1.27, 0.44, 0.38], [-0.15, 1.41, -0.23], [0.26, 1.59, -1.69], [-0.29, -0.46, -0.83], [0.79, 0.04, -2.02], [-0.53, -0.32, 1.62], [-0.64, -0.16, 1.21], [-1.89, 0.43, 0.26], [-1.07, 1.18, 0.23], [0.24, -3.27, 0.30], [0.71, -0.14, -0.30], [-0.68, -0.75, -0.08], [2.10, -0.06, -0.70], [1.33, 0.92, 0.63], [0.43, 0.80, 0.43], [0.48, -0.44, 0.65], [-0.69, 1.23, -2.07], [0.00, -0.53, 1.09], [0.55, -0.17, -0.03], [-1.59, 0.64, -0.35], [-0.71, -0.13, 0.40], [0.77, 0.33, -0.51], [-1.17, 1.04, 1.93], [-0.18, 0.41, -0.56], [-0.39, 1.07, -0.72], [0.61, 0.94, -0.22], [-0.02, 0.16, -0.10], [-0.44, -0.99, 0.35], [-0.18, -0.28, 1.86], [0.73, 1.27, 1.69], [-0.29, -0.09, -0.92], [-1.54, -0.34, 0.93], [0.55, 0.25, 1.28], [1.41, -1.13, 1.69], [-0.46, -1.86, -1.38], [0.98, -0.97, 0.68], [0.26, 0.73, 0.94], [1.10, 0.63, -0.84], [1.13, -0.83, -0.36], [1.74, -0.46, -0.94], [-0.11, 0.20, -0.91], [-0.17, -0.33, -1.43], [0.25, 0.42, 0.57], [1.81, 2.37, 0.32], [-0.24, 0.67, 0.39], [0.26, 0.64, 0.74], [-0.18, 1.82, 0.14], [0.05, -0.88, -0.34], [0.36, -1.54, 0.13], [3.25, -0.28, 1.54], [-0.91, 1.86, 0.65], [0.93, -0.03, -0.46], [-0.66, 0.31, 1.72], [-1.17, -1.13, -0.79], [1.02, -0.34, -1.08], [0.24, -1.03, -0.38], [-1.11, 0.07, 2.65], [0.30, -0.84, 1.37], [-0.62, -0.82, -0.37], [-0.45, 0.12, 1.25], [-0.38, 1.81, 0.26], [-0.18, 0.18, -1.97], [-1.60, 0.12, 0.57], [-0.40, -0.85, -0.75], [-0.38, 0.28, 1.27], [-0.52, -0.34, -1.37], [-1.62, -0.36, 0.45], [1.00, 0.29, 0.33], [1.97, 0.69, -0.20], [-0.72, 0.79, 0.35], [0.22, -0.91, -0.09], [0.65, -0.13, 0.57], [1.29, 0.11, -0.35], [0.71, -1.87, -0.64], [1.01, -0.47, -0.71], [0.68, 0.67, -1.79], [-0.22, 0.52, 0.83], [-0.54, -0.03, -2.17], [0.04, 1.82, -0.68], [-0.12, -0.16, -1.97], [-0.38, -1.11, -0.49], [-0.36, 1.15, -0.43], [1.38, 0.41, 1.17], [0.32, -0.15, -0.40], [-0.79, 0.23, 0.28], [-0.45, 0.00, 0.65], [-0.87, -0.77, -1.71], [-0.41, -0.37, -1.12], [0.12, 0.49, -0.42], [-0.39, -0.80, 0.69], [0.21, -0.65, 0.22], [0.38, -0.72, -0.95], [-0.35, -0.34, 0.79], [0.43, 0.10, 0.49], [-0.47, 0.26, 0.37], [0.09, -0.24, 0.31], [0.35, -1.40, 1.64], [-0.16, 0.81, -0.85], [0.24, 0.68, -0.13], [-0.05, -0.41, -0.19], [-0.18, -0.26, 0.63], [-0.76, -0.49, -0.32], [0.87, 0.02, -0.84], [-1.12, 0.74, 0.18], [-1.03, 0.05, 0.68], [0.35, -0.31, 0.43], [-0.17, 0.77, 0.27], [0.11, -0.16, 0.00], [-0.67, 0.73, -0.31], [-0.17, -0.81, -0.18], [-0.42, -0.04, 0.27], [-0.53, 0.10, -0.26], [0.55, -0.52, 0.03], [-0.22, 0.00, 0.05], [-0.95, -0.23, -0.45], [-0.02, 0.25, 0.13], [0.95, 0.22, -0.27], [-0.37, -0.99, 0.31], [0.14, -0.89, 0.02], [0.69, -0.42, 0.08], [-0.29, 0.55, 0.17], [0.00, 0.02, 0.03], [0.43, 0.23, -0.28], [0.50, -0.58, -0.43], [-0.44, 0.46, 0.14], [-0.70, -0.39, -0.71], [-1.76, -1.26, -0.25], [0.55, 0.03, 0.07], [-0.51, -0.41, 0.09], [-0.28, -0.04, 0.17], [0.29, 0.51, -1.02], [-0.29, 0.37, 0.18], [0.07, 0.07, 0.28], [0.91, 0.37, 0.44], [0.76, -0.41, -0.11], [0.09, -0.64, 0.45], [0.40, -0.59, -0.96], [-0.10, 0.31, -0.74], [-0.24, -0.52, -0.34], [0.52, -0.09, 1.10], [0.60, -0.05, -0.38], [-0.89, 0.00, 0.27], [0.02, -0.38, -0.24], [-0.44, 0.02, 0.17], [-0.11, 0.23, 0.31], [-0.25, 0.17, -0.44], [-1.14, 0.08, -0.19], [-0.01, 0.15, 0.04], [-0.62, 0.10, 0.22], [0.27, -0.40, 0.20], [0.32, -0.14, -0.13], [0.00, 0.70, 0.07], [0.21, 0.14, 0.19], [-0.09, 0.44, 0.81], [0.61, 0.16, 0.94], [0.00, -0.09, 0.16], [0.30, -0.45, 0.18], [0.37, 0.34, 2.35], [-0.32, 0.54, 0.15], [-0.80, 1.31, 0.27], [-0.31, -1.24, 0.12], [0.57, 0.81, -0.37], [0.75, -0.24, -0.07], [-0.20, 0.87, -0.24], [-0.31, -0.80, 0.20], [0.52, 0.04, 0.76], [0.65, -1.19, -0.57], [0.34, -0.02, -0.80], [-0.53, 0.20, 1.35], [-0.20, -0.36, -0.37], [-0.23, -0.34, 0.49], [0.11, -0.71, 0.20], [0.01, 0.09, 0.09], [0.92, -0.31, -0.36], [-0.31, 0.00, 0.19], [-0.13, 0.13, -0.83], [0.27, -0.44, -0.68], [0.01, 0.98, -0.26], [0.18, -0.13, -0.33], [0.45, 0.54, -0.53], [-0.39, -0.03, 0.02], [-0.67, 1.41, -1.08], [0.19, -0.25, 0.13], [-0.08, 0.85, 0.07], [-0.04, -0.14, -0.79], [-0.20, 0.29, 0.16], [-0.57, 0.39, -0.71], [-0.17, -0.20, 0.99], [0.54, 0.09, 0.12], [-0.26, -0.27, -0.21], [0.41, 0.27, -0.61], [-0.44, 0.02, 0.76], [-0.36, 0.68, -0.86], [-0.45, 0.14, 0.74], [-0.38, 0.33, -0.17], [-0.10, 0.30, 0.28], [-0.15, 0.94, -0.45], [-0.52, 0.05, -1.03], [0.31, -0.13, -0.43], [0.31, -0.15, -0.45], [0.03, -0.09, 0.24], [0.83, 0.08, -0.10], [0.79, -0.27, 0.71]], "mulliken_charge": [-0.6601, -0.6282, -0.5479, -0.1658, -0.4274, -0.6462, -0.4940, -0.6569, -0.6400, -0.6423, 0.2828, -0.2232, -0.6075, -0.5900, -0.6274, -0.6044, -0.5903, -0.6623, 0.1069, 1.1484, 0.9536, 0.0096, 1.1733, 0.9960, 0.7314, 1.2405, 0.8033, 0.2315, 1.1981, 1.0728, 1.7069, 0.9032, -1.3244, -0.3386, -0.8448, 0.3932, -0.8762, 0.1926, -0.6308, -0.5792, -1.1855, 0.7951, -0.6900, 2.1180, -0.2647, -0.5042, -0.2907, -0.5221, -0.1308, -0.8024, -0.4656, -0.8432, -1.7977, -0.3139, -1.1930, -0.3659, -1.4580, -0.3604, -0.4337, 0.1831, 0.1289, -0.6508, -0.6440, -0.3321, -0.6320, -0.7601, -1.5797, -1.6399, 1.8973, -0.8415, 0.1317, -0.9165, 0.0400, -0.6908, -0.2544, -0.2967, -1.8255, -0.4865, -0.4337, 1.2724, -0.7566, 1.3292, -0.2028, -0.3791, -0.6398, -0.5698, -0.3886, -0.1008, 0.5311, -0.4054, -0.4446, -0.5630, -1.4427, 0.4557, -1.1801, 0.6938, 2.8293, -0.4542, 1.5268, -0.3043, -0.2203, -1.5234, -1.0178, 0.5229, -0.8070, -0.4324, -0.3787, -0.8663, -0.9844, -0.4997, 0.6716, -0.0479, -0.0549, -0.6455, -0.7932, 0.2338, 0.5090, 0.2248, 0.4619, 0.4997, -0.0321, -0.3191, 0.0701, 0.1789, 0.3545, 0.2999, 0.4389, 0.1721, -0.1558, 0.7135, 0.5707, -0.3766, 0.0959, 0.4182, 0.3250, 0.4200, 0.4553, 0.3869, 0.6929, -0.0793, 0.6837, 0.4581, -0.6955, 0.0840, -0.0811, 0.4656, 0.4402, 0.3284, -0.3540, 0.4184, -0.1231, 0.4297, 0.4250, 0.4764, 0.4538, 0.4408, -0.4093, -0.2664, 0.3304, 1.0544, 0.1550, 0.2191, 0.4692, 0.7558, 0.5005, 0.2403, -0.1113, -0.2829, 0.4936, 0.4590, -0.9993, 0.3820, 0.3581, -0.5813, 0.2623, -0.0228, 0.3847, -0.8333, 0.5239, -0.0456, -0.7206, 0.4882, 0.0666, -0.2650, 0.3445, -0.0615, 0.4810, 0.4982, 0.5027, 0.1552, 0.2575, 0.3656, 0.4453, 0.2420, 0.0783, 0.3977, 0.4173, 0.4418, -0.1130, -0.0868, 0.4746, -0.6205, 0.7944, 0.3603, 0.5452, 0.5038, 0.7450, 0.3455, 0.3591, 0.3574, 0.5473, 0.4416, 0.9520, 0.4753, -0.0110, 0.2898, -0.2539, 0.0350, 0.1486, 0.3247, 0.4458, 0.1305, -0.6359, 0.4538, 0.4053, -1.1486, 0.0738, 0.1654, 0.3636, 0.5075, -0.4260, 0.4573, -0.6644, 0.3225, 0.4114, 0.3899]}